Record 1
Density functional theory data (ωB97M-V with the def2-TZVPD basis set) for one molecule with the formula C2H6N3OP in a non-equilibrium geometry.

XYZ file:
```
13
Properties=species:S:1:pos:R:3:nbo_charge:R:1
C 1.42150 -0.50582 -0.82412 -0.626
C 0.80350 0.80294 -0.49730 -0.291
N -1.10880 0.72573 0.79712 -0.367
N -0.60601 0.75904 -0.32447 -0.034
N -1.38155 -1.68724 1.84776 -1.090
O -3.50962 -0.60154 0.22876 -0.976
P -2.36917 -0.84694 1.14358 1.924
H 1.06435 -1.02464 -1.73244 0.238
H 1.28636 -1.15527 0.04939 0.234
H 2.39862 -0.31419 -1.16436 0.233
H 1.08394 1.48960 -1.38652 0.231
H 1.27327 1.44499 0.36882 0.178
H -0.35639 0.91335 1.49379 0.348
```

Output
E_LUMO (spin up / spin down)	-0.041 / -0.041	hartree
2S+1	1
E_tot	-17973.741	eV
HOMO energy (spin up / spin down)	-9.884 / -9.884	eV
net charge	0
relative energy (zero: lowest compared OMol25 entry of this formula, charge and spin)	269.9	kJ/mol

Record 2
Density functional theory data (ωB97M-V with the def2-TZVPD basis set) for C50H54F15GeMnN4O8PSTe as an isolated structure in a non-equilibrium geometry.

XYZ file:
```
136
Properties=species:S:1:pos:R:3:lowdin_charge:R:1
Mn -0.22000 0.27420 0.12670 1.009
C -4.44000 3.87340 4.35910 -0.076
C -4.92500 3.96310 2.90740 -0.557
C -4.86750 5.43790 2.48100 -0.054
C -6.37520 3.45830 2.87420 -0.057
C -4.06520 3.14860 1.94820 -0.199
C -2.89280 2.53410 2.35940 0.029
C -2.11900 1.83640 1.43580 -0.178
N -0.95310 1.17320 1.63570 -0.012
C -0.45770 0.72630 2.85030 -0.187
C -0.24200 1.47140 3.99440 0.015
C 0.32910 0.88150 5.12010 -0.197
C 0.62840 -0.47500 5.06940 -0.009
C 0.44870 -1.26150 3.93770 -0.114
C -0.07800 -0.65310 2.77830 -0.318
O -0.26910 -1.25390 1.63600 -0.175
C 0.80920 -2.74150 3.89970 -0.531
C 1.35920 -3.27620 5.22670 -0.074
C 1.86800 -2.97970 2.81490 -0.033
C -0.45880 -3.53500 3.55370 -0.048
C 0.63960 1.74580 6.33670 -0.556
C -0.65960 2.38110 6.85290 -0.055
C 1.62530 2.85070 5.92800 -0.046
C 1.26510 0.94950 7.48650 -0.075
C -2.56550 1.65140 0.08360 -0.254
O -1.81400 0.82370 -0.60300 -0.184
C -3.74510 2.28160 -0.33510 -0.106
C -4.43750 3.03800 0.61040 -0.028
C -4.25680 2.23270 -1.77070 -0.534
C -3.98200 3.60580 -2.40140 -0.042
C -3.55220 1.17320 -2.62130 -0.060
C -5.76540 1.92890 -1.79500 -0.060
H -5.11610 4.43240 5.00780 0.075
H -3.44410 4.29790 4.46320 0.077
H -4.42350 2.83990 4.69790 0.085
H -5.42240 6.06160 3.18280 0.072
H -5.28930 5.57150 1.48850 0.072
H -3.83140 5.77130 2.45310 0.087
H -6.99760 4.05420 3.54190 0.072
H -6.41490 2.42060 3.20080 0.087
H -6.79310 3.51780 1.87340 0.067
H -2.55610 2.57600 3.37970 0.079
H -0.45600 2.52950 3.97090 0.108
H 1.04550 -0.94350 5.94320 0.076
H 2.27130 -2.75540 5.51010 0.077
H 1.59650 -4.33220 5.10510 0.075
H 0.62740 -3.18290 6.02750 0.078
H 2.82200 -2.55840 3.12110 0.072
H 1.56750 -2.49820 1.89040 0.063
H 1.99560 -4.04690 2.63420 0.080
H -1.20900 -3.40970 4.33410 0.083
H -0.22850 -4.59570 3.45720 0.073
H -0.86580 -3.17510 2.61300 0.070
H -1.10710 3.01690 6.09440 0.067
H -0.46750 2.98590 7.73990 0.073
H -1.37560 1.60250 7.11010 0.085
H 1.23880 3.42010 5.08830 0.075
H 2.57090 2.41050 5.61930 0.078
H 1.80600 3.53640 6.75770 0.075
H 0.57710 0.19170 7.85430 0.081
H 1.50380 1.61640 8.31400 0.074
H 2.18610 0.46650 7.17130 0.079
H -5.32800 3.55460 0.28890 0.089
H -2.91040 3.79160 -2.39050 0.085
H -4.47690 4.39890 -1.84280 0.074
H -4.32980 3.63050 -3.43400 0.076
H -2.50200 1.42250 -2.73970 0.068
H -4.01220 1.12730 -3.60950 0.076
H -3.62350 0.19300 -2.15680 0.087
H -6.34860 2.74730 -1.37830 0.063
H -5.97210 1.03140 -1.21520 0.086
H -6.10270 1.76510 -2.81920 0.071
F 6.77830 -1.67030 -4.87140 0.070
C 6.93450 -0.60010 -4.05710 -0.218
C 5.86320 -0.12010 -3.33760 -0.267
C 6.02110 0.98080 -2.49860 -0.380
F 5.45260 1.95900 -0.05740 -0.568
C 7.25300 1.60190 -2.43660 -0.242
F 7.40730 2.72140 -1.71080 0.073
C 8.34100 1.11150 -3.14500 -0.127
F 9.55130 1.70970 -3.06950 0.090
C 8.18110 0.00150 -3.96910 -0.132
F 9.23000 -0.46020 -4.68650 0.087
Ge 4.06970 -0.96770 -3.29790 0.598
S 3.50700 -1.30150 -1.24090 0.328
C 4.14800 -2.69120 -4.31250 -0.114
C 3.62950 -2.91080 -5.58530 -0.212
F 3.20720 -1.85080 -6.30460 0.093
C 3.55410 -4.16450 -6.15310 -0.134
F 3.02880 -4.34020 -7.38300 0.098
C 4.03720 -5.27060 -5.44990 -0.113
F 3.94120 -6.50980 -5.97780 0.100
C 4.63950 -5.07170 -4.20170 -0.130
F 5.17370 -6.12580 -3.55250 0.100
C 4.68520 -3.80330 -3.66710 -0.235
F 5.29830 -3.60280 -2.48900 0.065
C 2.84260 0.23420 -4.32890 -0.157
C 3.16030 1.50130 -4.79940 -0.247
F 4.33680 2.05690 -4.42750 0.030
C 2.32770 2.20760 -5.64620 -0.138
F 2.70250 3.39600 -6.14620 0.113
C 1.09350 1.66310 -6.00800 -0.105
F 0.29360 2.30460 -6.87900 0.112
C 0.71480 0.42230 -5.49280 -0.127
F -0.47080 -0.11030 -5.83450 0.111
C 1.59340 -0.26060 -4.67940 -0.243
F 1.26270 -1.48700 -4.22330 0.079
O 1.93630 3.04090 -2.71600 -0.100
N 1.04800 2.33410 -2.24390 -0.579
O -0.11550 2.65620 -2.26660 0.057
O 1.38800 1.22550 -1.75400 -0.249
N 0.44950 -2.63660 -0.94580 -0.023
N 0.15170 -1.29240 -1.40790 -0.083
H -0.03830 -2.75850 -0.05680 0.048
H 1.45050 -2.66080 -0.73990 -0.018
H -0.53430 -1.38340 -2.16200 0.102
H 1.01510 -0.92210 -1.81910 -0.006
C 4.56370 -0.25640 2.14370 -0.093
C 3.61710 0.70600 2.84000 -0.288
O 3.33950 1.85580 2.06180 -0.240
P 2.65650 1.58660 0.59100 0.532
O 1.62110 0.52490 0.82160 -0.382
Te 4.12490 1.56340 -1.60150 1.626
O 1.87300 2.99450 0.42890 -0.258
C 2.65340 4.17860 0.45120 -0.311
C 1.96740 5.28240 -0.33690 -0.064
H 4.85450 -1.04610 2.83340 0.072
H 5.44900 0.27230 1.79760 0.068
H 4.06840 -0.69520 1.27960 -0.005
H 4.06750 1.09090 3.76110 0.114
H 2.67490 0.20330 3.08190 0.099
H 3.64280 3.97250 0.02530 0.079
H 2.78780 4.47270 1.49820 0.117
H 1.96410 5.04870 -1.39810 0.057
H 2.50830 6.21350 -0.18670 0.069
H 0.94010 5.39380 -0.00120 0.081
```

Output
E_LUMO (spin up / spin down)	0.130 / 0.110	hartree
2S+1	6
E_tot	-231083.801	eV
⟨S²⟩	8.82
HOMO energy (spin up / spin down)	-1.645 / -2.051	eV
net charge	-2
relative energy (zero: lowest compared OMol25 entry of this formula, charge and spin)	106.4	kJ/mol

Record 3
Density functional theory data (ωB97M-V with the def2-TZVPD basis set) for C30H80N5O14SSr as an isolated structure in a non-equilibrium geometry.

XYZ file:
```
131
Properties=species:S:1:pos:R:3:lowdin_charge:R:1
Sr -4.41673 0.79854 -0.80857 1.821
S -1.43403 0.37355 -0.14482 0.192
O -2.23454 1.46696 0.36276 -0.460
O -2.26885 -0.60317 -0.86029 -0.485
O -0.33033 0.92719 -0.97159 -0.302
O -0.93769 -0.25885 1.01480 -0.325
C 1.76831 -4.72873 0.13973 -0.013
O 1.09048 -3.52272 0.71578 -0.218
C 1.32300 -2.44676 -0.17056 -0.187
C 2.25510 -1.32536 0.44195 -0.032
N 1.75764 -0.91297 1.81259 0.084
H 0.77387 -0.68903 1.76625 0.089
H 1.69609 -1.76502 2.35141 0.124
C 2.53717 0.21180 2.52574 -0.040
C 2.63983 -0.09101 4.02935 -0.201
O 1.48326 -0.17113 4.85543 -0.183
C 1.96179 0.06692 6.16678 -0.087
H 1.30663 -5.30973 -0.65864 0.088
H 1.69012 -5.49752 0.90846 0.076
H 2.84739 -4.64047 0.01362 0.123
H 0.34968 -1.96134 -0.24204 0.086
H 1.72663 -2.78642 -1.12441 0.126
H 2.24416 -0.44979 -0.20717 0.133
H 3.25214 -1.76353 0.48677 0.150
H 1.99536 1.14205 2.35492 0.110
H 3.46344 0.42123 1.99068 0.152
H 3.27183 0.78643 4.16633 0.140
H 3.22714 -1.00167 4.14713 0.145
H 2.76736 -0.55251 6.56105 0.114
H 1.21596 -0.37055 6.83045 0.100
H 2.03997 1.11664 6.44975 0.105
C 0.96210 -4.21031 4.08655 -0.017
O 0.54383 -3.04024 3.39581 -0.224
C -0.73325 -2.50439 3.65001 -0.197
C -1.91287 -3.19291 2.94519 -0.013
N -1.65764 -2.97823 1.43510 0.077
H -1.55447 -2.01448 1.15114 0.083
H -0.74335 -3.35788 1.23500 0.098
C -2.65982 -3.72457 0.48982 0.007
C -2.45849 -5.27514 0.68663 -0.067
O -1.12172 -5.70610 0.57316 0.046
C -0.87487 -7.01839 1.04736 0.080
H 1.62585 -3.98668 4.92173 0.115
H 1.38601 -4.92688 3.38304 0.093
H 0.07939 -4.59889 4.59441 0.101
H -0.73659 -1.44660 3.38702 0.107
H -0.95650 -2.21249 4.67619 0.155
H -2.91057 -2.82415 3.18334 0.151
H -1.84453 -4.26953 3.10114 0.125
H -2.51761 -3.26579 -0.48864 0.108
H -3.64777 -3.40494 0.82130 0.142
H -2.95726 -5.75504 -0.15541 0.186
H -2.90865 -5.66530 1.59945 0.167
H -1.02252 -7.22668 2.10704 0.170
H 0.13070 -7.29330 0.72899 0.132
H -1.55901 -7.72704 0.58060 0.171
C 2.74496 5.32015 -0.29204 0.013
O 1.85564 4.16747 0.00045 -0.246
C 0.44738 4.19053 -0.08674 -0.187
C -0.05004 4.34698 -1.56382 -0.038
N 0.27659 3.15561 -2.46696 0.085
H 0.02896 2.28441 -2.01997 0.064
H -0.04207 3.08685 -3.42290 0.159
C 1.78163 2.81425 -2.65844 -0.081
C 2.51210 3.64553 -3.76256 -0.139
O 1.68414 3.34487 -4.95093 -0.236
C 1.74573 4.52465 -5.90430 -0.013
H 2.52907 5.67705 -1.29908 0.073
H 3.79201 5.01810 -0.31533 0.111
H 2.43127 6.02535 0.47763 0.096
H -0.03803 4.93027 0.54986 0.129
H 0.18965 3.20087 0.29039 0.096
H 0.22038 5.25742 -2.09868 0.143
H -1.13455 4.42217 -1.64309 0.094
H 1.91574 1.81155 -3.06427 0.118
H 2.26997 2.79122 -1.68423 0.118
H 3.42019 3.11078 -4.04097 0.142
H 2.67019 4.65865 -3.39282 0.118
H 1.62682 5.49443 -5.42110 0.087
H 0.88445 4.38350 -6.55728 0.088
H 2.66011 4.57959 -6.49505 0.102
C 2.00735 4.79684 3.55534 -0.028
O 1.26188 3.68129 2.99984 -0.213
C 0.58310 3.04148 4.06924 -0.200
C -0.45873 2.09943 3.50458 -0.071
N -1.45682 2.79492 2.62205 0.056
H -1.10738 3.51137 2.00182 0.123
H -1.73386 2.11040 1.93301 0.068
C -2.83603 3.33668 3.08080 0.020
C -3.62592 4.03575 1.87400 -0.185
O -2.86968 5.07210 1.28862 -0.173
C -3.18556 5.38879 -0.09771 -0.034
H 2.82666 4.48951 4.20524 0.108
H 1.35619 5.51801 4.04932 0.109
H 2.48099 5.27595 2.69847 0.082
H 0.18785 3.61955 4.90454 0.150
H 1.48273 2.56085 4.45366 0.118
H -0.94156 1.60900 4.34983 0.147
H -0.05651 1.33623 2.83835 0.092
H -2.60322 4.22543 3.66735 0.144
H -3.16920 2.49064 3.68189 0.139
H -4.55447 4.52566 2.16703 0.149
H -4.01324 3.39428 1.08243 0.066
H -4.20252 5.77567 -0.16266 0.115
H -3.13846 4.49880 -0.72525 0.052
H -2.39398 6.00752 -0.52040 0.104
C 0.67030 0.37534 -6.57408 -0.052
O 0.39909 -0.04166 -5.24213 -0.187
C 0.60617 -1.44016 -5.11628 -0.229
C 0.36108 -1.84254 -3.70043 -0.054
N -1.07415 -1.36190 -3.27468 0.087
H -1.29602 -1.39843 -2.29003 0.078
H -1.16713 -0.38808 -3.52594 0.141
C -2.25796 -2.01751 -3.96849 -0.051
C -2.06972 -3.57675 -4.15089 -0.156
O -1.73666 -4.19222 -2.92893 -0.213
C -1.06041 -5.44223 -3.07661 -0.055
H -0.02400 -0.06202 -7.29156 0.110
H 1.65995 0.00779 -6.84534 0.105
H 0.82739 1.45029 -6.66306 0.090
H 1.49837 -1.89793 -5.54350 0.160
H -0.09956 -1.96304 -5.76174 0.125
H 1.25084 -1.47424 -3.18977 0.132
H 0.38853 -2.92035 -3.54015 0.112
H -2.47239 -1.47780 -4.89090 0.148
H -3.10244 -1.75433 -3.33155 0.109
H -1.16202 -3.56254 -4.75420 0.111
H -2.94645 -3.95642 -4.67557 0.156
H -0.97818 -5.94952 -2.11536 0.071
H -0.06142 -5.24346 -3.46468 0.094
H -1.42763 -6.14604 -3.82353 0.119
```

Output
E_LUMO (spin up / spin down)	-0.586 / -0.724	hartree
2S+1	2
E_tot	-80117.387	eV
⟨S²⟩	0.75
HOMO energy (spin up / spin down)	-21.634 / -21.634	eV
net charge	+6

Record 4
Density functional theory data (ωB97M-V with the def2-TZVPD basis set) for a 2-piece molecular cluster, C6H12O overall in a non-equilibrium geometry.

XYZ file:
```
19
Properties=species:S:1:pos:R:3:nbo_charge:R:1
C 0.97691 1.51320 -0.94505 -0.386
C 0.13072 1.28654 0.08916 -0.226
C -0.11752 0.12495 0.89931 -0.021
C 0.82425 -0.86726 1.01044 -0.403
C -1.59501 -0.07573 1.33742 -0.421
C -2.54883 0.30050 0.15177 -0.610
H 1.03104 2.49645 -1.40822 0.221
H 1.39824 0.55725 -1.22428 0.199
H -0.33902 2.19455 0.53125 0.190
H 1.81946 -0.68300 0.57986 0.193
H 0.60867 -1.82657 1.46949 0.201
H -1.68240 -1.08123 1.70285 0.212
H -1.72855 0.59414 2.22779 0.208
H -2.43954 -0.43862 -0.62283 0.210
H -2.17380 1.22677 -0.32102 0.216
H -3.58287 0.45136 0.48741 0.215
O 3.51338 -1.88712 -1.94856 -0.940
H 3.02766 -1.87070 -2.77685 0.471
H 2.87720 -2.01548 -1.23992 0.471
```

Output
E_LUMO	0.026	hartree
2S+1	1
SMILES string	C=CC(=C)CC.O
E_tot	-8462.233	eV
HOMO energy	-8.949	eV
net charge	0
relative energy (zero: lowest compared OMol25 entry of this formula, charge and spin)	204.7	kJ/mol

What is the 2S+1 in the fourth record?
1

Which formula does entry 1 have?
C2H6N3OP